[1]
DFT (ωB97M-V/def2-TZVPD) results for 2 unconnected molecules or ions with the total composition C7H12N2O.

Output
Energy relative to the best compared isomer or geometry (same formula, charge and spin)   104.4 kcal per mole
HOMO energy   -9.21 eV
Strongest force on any atom   6.0 eV/A

Geometry as XYZ:
```
22
Properties=species:S:1:pos:R:3:lowdin_charge:R:1
N 3.45 0.98 -0.37 0.08
C 2.93 0.01 0.37 -0.49
C 1.60 -0.61 -0.03 -0.16
N 0.56 0.39 -0.11 -0.03
C -0.69 -0.12 -0.64 -0.31
C -1.53 -1.20 0.13 -0.09
C -2.72 -0.25 0.10 -0.22
C -2.38 1.01 0.81 -0.09
C -1.89 0.82 -0.59 -0.18
H 1.73 -1.07 -1.02 0.14
H 1.41 -1.43 0.68 0.12
H 0.40 0.81 0.80 0.12
H -0.51 -0.46 -1.67 0.15
H -1.66 -2.12 -0.44 0.11
H -1.16 -1.46 1.14 0.11
H -3.75 -0.54 -0.13 0.13
H -3.20 1.74 0.91 0.11
H -1.70 1.00 1.67 0.10
H -2.17 1.50 -1.39 0.13
O 3.91 -0.82 0.55 -0.07
H 2.76 1.68 -0.62 0.06
H 4.61 0.15 -0.17 0.28
```

---

[2]
DFT (ωB97M-V/def2-TZVPD) results for 2 unconnected molecules or ions with the total composition C7H12N2O.

Output
Energy relative to the best compared isomer or geometry (same formula, charge and spin)   63.0 kcal per mole
HOMO energy   -9.09 eV
SMILES string   N#CC1(N2CCC2)CC1.O
Strongest force on any atom   2.9 eV/A

Geometry as XYZ:
```
22
Properties=species:S:1:pos:R:3:lowdin_charge:R:1
N 2.55 1.30 1.03 0.17
C 1.68 0.66 0.58 -0.10
C 0.61 -0.32 0.40 -0.44
N -0.69 0.21 0.66 -0.09
C -1.86 -0.66 0.87 -0.17
C -2.72 0.40 0.15 -0.13
C -1.40 0.96 -0.39 -0.15
C 0.84 -1.39 -0.67 -0.07
C 0.93 -1.75 0.77 -0.06
H -1.83 -1.60 0.29 0.11
H -2.08 -0.89 1.92 0.12
H -3.45 0.03 -0.58 0.10
H -3.22 1.08 0.85 0.11
H -1.25 2.05 -0.37 0.12
H -1.17 0.59 -1.41 0.12
H -0.05 -1.69 -1.22 0.10
H 1.76 -1.35 -1.26 0.11
H 1.91 -1.96 1.20 0.12
H 0.11 -2.32 1.22 0.11
O 2.99 2.52 -1.55 -0.12
H 3.32 2.49 -0.58 0.04
H 3.02 1.62 -1.89 0.01
```

---

[3]
DFT (ωB97M-V/def2-TZVPD) results for a single C7H12N2O2 molecule.

Output
Energy relative to the best compared isomer or geometry (same formula, charge and spin)   129.2 kcal per mole
HOMO energy   -7.35 eV
SMILES string   [O-]/C(=N\O)[C@@H]1C[C@@H]2CC[N@H+]1C2
Strongest force on any atom   4.3 eV/A

Geometry as XYZ:
```
23
Properties=species:S:1:pos:R:3:lowdin_charge:R:1
O -2.20 1.69 0.30 -0.14
C -1.84 0.52 -0.24 -0.56
N -2.40 -0.62 -0.53 -0.05
O -3.54 -1.02 0.14 -0.13
C -0.47 0.74 -0.86 -0.20
C 0.21 -0.47 -1.40 -0.12
C 1.53 -0.70 -0.62 -0.19
C 1.21 -1.26 0.82 -0.10
C 0.29 -0.14 1.30 -0.10
N 0.39 1.06 0.38 -0.03
C 1.75 0.83 -0.21 -0.07
H -3.92 -0.31 0.88 0.18
H -0.51 1.78 -1.36 0.19
H 0.51 -0.31 -2.42 0.12
H -0.64 -1.24 -1.25 0.14
H 2.21 -1.15 -1.30 0.12
H 2.13 -1.40 1.33 0.09
H 0.68 -2.24 0.92 0.14
H -0.78 -0.43 1.21 0.12
H 0.52 0.20 2.34 0.15
H 0.29 1.89 0.95 0.18
H 2.52 1.05 0.60 0.14
H 2.08 1.56 -0.97 0.13
```

---

[4]
DFT (ωB97M-V/def2-TZVPD) results for 2 unconnected molecules or ions with the total composition C7H12N3.

Output
Energy relative to the best compared isomer or geometry (same formula, charge and spin)   31.2 kcal per mole
HOMO energy   -12.89 eV
Total charge   +1
Strongest force on any atom   5.6 eV/A

Geometry as XYZ:
```
22
Properties=species:S:1:pos:R:3:lowdin_charge:R:1
C -3.69 -0.21 -0.02 -0.04
C -3.15 1.02 -0.31 -0.03
C -2.83 -1.31 0.17 -0.01
C -1.72 1.17 -0.19 -0.03
C -1.42 -1.12 0.19 -0.05
C -0.93 0.11 0.03 -0.17
C 0.70 0.24 0.01 -0.21
N 1.28 1.33 0.60 0.19
N 1.55 -0.70 -0.31 0.15
N 4.12 -0.25 -0.15 0.02
H -4.78 -0.26 -0.17 0.12
H -3.79 1.75 -0.52 0.07
H -3.23 -2.27 0.43 0.11
H -1.46 2.19 -0.58 0.14
H -0.90 -1.94 0.52 0.09
H 0.75 2.07 0.90 0.08
H 2.32 1.42 0.65 0.13
H 2.61 -0.61 -0.45 0.04
H 1.15 -1.68 -0.58 0.18
H 4.46 -1.17 0.24 0.09
H 4.72 -0.22 -1.03 0.11
H 4.25 0.43 0.56 0.03
```

---

[5]
DFT (ωB97M-V/def2-TZVPD) results for a gas-phase ion, C7H12N3 (charge +1).

Output
Energy relative to the best compared isomer or geometry (same formula, charge and spin)   72.8 kcal per mole
HOMO energy   -13.66 eV
Total charge   +1
SMILES string   CN1CC[N+](C)=C1CC#N
Strongest force on any atom   5.6 eV/A

Geometry as XYZ:
```
22
Properties=species:S:1:pos:R:3:lowdin_charge:R:1
C 1.63 -1.46 1.08 -0.02
N 0.67 -0.45 0.82 -0.10
C -0.01 0.32 1.89 -0.03
C -1.33 0.77 1.25 -0.07
N -1.08 0.54 -0.17 -0.09
C -2.07 0.98 -1.14 0.03
C 0.04 -0.16 -0.32 -0.10
C 0.70 -0.54 -1.91 0.00
C 1.99 0.04 -1.85 -0.27
N 2.98 0.60 -1.86 0.21
H 1.38 -2.28 0.42 0.09
H 2.74 -1.10 0.84 0.15
H 1.53 -1.77 2.10 0.10
H 0.62 1.26 1.96 0.17
H -0.05 -0.17 2.77 0.10
H -2.17 0.21 1.51 0.11
H -1.60 1.81 1.43 0.14
H -3.08 1.08 -0.67 0.13
H -2.02 0.39 -2.07 0.11
H -1.68 1.92 -1.32 0.08
H 0.69 -1.74 -2.00 0.18
H 0.13 -0.26 -2.76 0.09
```

---

[6]
DFT (ωB97M-V/def2-TZVPD) results for a gas-phase ion, C7H12N3 (charge +1).

Output
Energy relative to the best compared isomer or geometry (same formula, charge and spin)   32.8 kcal per mole
HOMO energy   -13.51 eV
Total charge   +1
SMILES string   C/[NH+]=C1/C=C[C@H](C)C(N)=N1
Strongest force on any atom   3.8 eV/A

Geometry as XYZ:
```
22
Properties=species:S:1:pos:R:3:lowdin_charge:R:1
C -3.38 0.69 0.38 0.00
N -2.44 -0.35 -0.12 0.05
C -1.14 -0.37 -0.23 -0.34
C -0.46 -1.61 -0.55 0.01
C 0.87 -1.60 -0.49 0.01
C 1.73 -0.36 -0.26 -0.26
C 2.55 -0.31 1.05 -0.05
C 0.85 0.87 -0.30 -0.29
N 1.29 2.00 -0.78 0.23
N -0.48 0.75 -0.02 0.17
H -3.83 1.03 -0.51 0.07
H -4.07 0.10 1.10 0.14
H -2.85 1.59 0.71 0.08
H -2.90 -1.19 -0.32 0.13
H -1.05 -2.65 -0.65 0.18
H 1.36 -2.55 -0.51 0.12
H 2.59 -0.19 -0.95 0.15
H 1.89 -0.47 1.95 0.11
H 3.17 0.68 1.11 0.12
H 3.33 -1.10 0.97 0.09
H 2.25 2.27 -1.01 0.16
H 0.72 2.79 -0.56 0.13
```

---

[7]
DFT (ωB97M-V/def2-TZVPD) results for a gas-phase ion, C7H12N3O (charge +1).

Output
Energy relative to the best compared isomer or geometry (same formula, charge and spin)   138.8 kcal per mole
HOMO energy   -12.71 eV
Total charge   +1
SMILES string   C[C@H]1C#[N+][C@@H](CN=O)NCC1
Strongest force on any atom   3.0 eV/A

Geometry as XYZ:
```
23
Properties=species:S:1:pos:R:3:lowdin_charge:R:1
C -1.87 2.16 0.24 -0.04
C -0.95 1.18 -0.52 -0.33
C 0.51 1.22 -0.54 0.14
N 1.53 0.66 -0.57 0.24
C 2.12 -0.69 -0.39 -0.31
C 3.44 -0.63 0.31 -0.08
N 3.93 0.76 -0.01 -0.05
O 5.10 0.95 -0.01 0.08
N 1.05 -1.42 0.21 -0.02
C -0.18 -1.38 -0.52 -0.20
C -1.23 -0.29 -0.09 -0.11
H -1.60 2.05 1.29 0.09
H -2.93 2.08 -0.13 0.11
H -1.89 3.19 -0.19 0.10
H -1.18 1.31 -1.64 0.19
H 2.26 -1.04 -1.44 0.17
H 4.31 -1.26 0.08 0.14
H 3.29 -0.51 1.36 0.13
H 1.23 -2.20 0.78 0.13
H -0.62 -2.40 -0.31 0.15
H 0.08 -1.38 -1.61 0.14
H -2.25 -0.42 -0.62 0.16
H -1.30 -0.41 1.06 0.16
```

---

[8]
DFT (ωB97M-V/def2-TZVPD) results for a gas-phase ion, C7H12N3OS (charge +1).

Output
Energy relative to the best compared isomer or geometry (same formula, charge and spin)   60.2 kcal per mole
HOMO energy (spin up / spin down)   -11.08 / -11.08 eV
Total charge   +1
Strongest force on any atom   4.1 eV/A

Geometry as XYZ:
```
24
Properties=species:S:1:pos:R:3:lowdin_charge:R:1
C -0.59 -1.27 -1.02 -0.55
C -2.19 -0.12 0.21 -0.38
C 0.98 -1.59 1.17 -0.21
C 2.34 -1.48 0.38 -0.36
C 1.47 0.77 -0.75 -0.46
C -0.18 -1.22 0.32 -0.16
C 0.99 2.12 -0.96 -0.13
N -1.85 -0.60 -1.02 0.19
N -1.21 -0.46 1.05 0.17
N -3.29 0.53 0.54 0.20
O -0.13 -1.64 -2.03 0.08
S 2.60 0.34 0.40 1.06
H 0.89 -2.67 1.46 0.14
H 0.88 -0.93 2.08 0.12
H 3.17 -2.17 0.71 0.11
H 2.27 -1.73 -0.76 0.12
H 1.40 0.16 -1.66 0.09
H -0.14 2.21 -1.23 0.13
H 1.54 2.56 -1.87 0.14
H 1.26 2.78 -0.15 0.07
H -2.57 -0.86 -1.82 0.24
H -1.16 -0.17 2.01 0.16
H -3.62 1.21 -0.15 0.14
H -3.81 0.35 1.32 0.09
```

---

[9]
DFT (ωB97M-V/def2-TZVPD) results for 2 unconnected molecules or ions with the total composition C7H12NO.

Output
Energy relative to the best compared isomer or geometry (same formula, charge and spin)   55.0 kcal per mole
HOMO energy   -12.66 eV
Total charge   +1
Strongest force on any atom   3.0 eV/A

Geometry as XYZ:
```
21
Properties=species:S:1:pos:R:3:lowdin_charge:R:1
C -0.79 -0.45 2.55 -0.15
C 0.12 -1.46 1.83 0.00
C -0.93 0.64 1.58 0.01
C 0.58 -0.89 0.70 -0.04
C -0.10 0.37 0.51 -0.18
C 1.38 1.92 -0.70 0.00
C -0.68 -1.74 -2.90 -0.05
N 0.13 1.19 -0.74 0.06
O -0.06 -0.73 -2.60 -0.05
H -0.46 -0.17 3.49 0.12
H 0.25 -2.47 2.16 0.11
H -1.53 1.54 1.67 0.13
H 1.22 -1.39 0.09 0.08
H 2.10 1.24 -0.99 0.08
H 1.46 2.74 -1.34 0.09
H 1.74 2.28 0.30 0.14
H -1.76 -0.73 2.90 0.13
H -1.80 -1.74 -2.79 0.11
H -0.18 -2.71 -3.34 0.13
H -0.13 0.71 -1.64 0.14
H -0.56 1.86 -0.72 0.14
```

---

[10]
DFT (ωB97M-V/def2-TZVPD) results for a gas-phase ion, C7H12NO2S (charge +1).

Output
Energy relative to the best compared isomer or geometry (same formula, charge and spin)   76.4 kcal per mole
HOMO energy (spin up / spin down)   -12.94 / -12.94 eV
Total charge   +1
SMILES string   CO[C@@]1(C=S)C=[N+](C)O[C@H]1C
Strongest force on any atom   4.9 eV/A

Geometry as XYZ:
```
23
Properties=species:S:1:pos:R:3:lowdin_charge:R:1
C -2.68 -0.53 -0.56 -0.02
O -1.28 -0.46 -0.87 -0.11
C -0.46 0.40 -0.06 -0.43
C -1.10 1.79 0.25 -0.47
S -1.22 2.34 1.83 0.77
C -0.07 -0.46 1.11 0.10
N 1.12 -0.93 0.96 -0.07
C 1.90 -1.66 1.86 0.06
O 1.77 -0.37 -0.13 0.05
C 0.98 0.67 -0.69 -0.31
C 1.15 0.81 -2.09 -0.03
H -2.67 -1.55 -0.22 0.10
H -3.22 -0.38 -1.44 0.09
H -2.98 0.23 0.13 0.08
H -1.42 2.51 -0.51 0.08
H -0.78 -0.95 1.74 0.17
H 2.53 -1.04 2.52 0.14
H 2.36 -2.53 1.45 0.12
H 1.11 -2.06 2.46 0.11
H 1.31 1.55 -0.06 0.18
H 2.25 0.87 -2.34 0.12
H 0.80 0.02 -2.88 0.14
H 0.60 1.72 -2.45 0.12
```

---

[11]
DFT (ωB97M-V/def2-TZVPD) results for a gas-phase ion, C7H12NO3S (charge -1).

Output
Energy relative to the best compared isomer or geometry (same formula, charge and spin)   0.0 kcal per mole
HOMO energy   -3.93 eV
Total charge   -1
SMILES string   C[S@](=O)([O-])=CCN1CCCC1=O
Strongest force on any atom   3.8 eV/A

Geometry as XYZ:
```
24
Properties=species:S:1:pos:R:3:lowdin_charge:R:1
C -3.31 0.61 -0.79 -0.19
S -1.87 1.65 -0.30 0.47
O -1.78 1.35 1.13 -0.41
O -2.23 3.00 -0.60 -0.39
C -0.42 1.12 -1.05 -0.26
C -0.49 -0.52 -0.84 -0.16
N 0.68 -0.83 -0.02 -0.09
C 0.82 -0.07 1.12 -0.23
C 2.30 0.14 1.29 -0.15
C 3.00 -0.72 0.24 -0.07
C 1.77 -1.34 -0.53 -0.48
O 1.88 -2.20 -1.38 0.03
H -3.21 0.48 -1.88 0.04
H -3.08 -0.40 -0.28 0.06
H -4.25 1.23 -0.66 0.06
H -0.52 1.27 -2.10 0.00
H -1.27 -0.86 -0.24 0.05
H -0.50 -0.87 -1.84 0.10
H 0.28 -0.63 1.95 0.15
H 0.28 0.84 1.11 0.06
H 2.52 -0.18 2.34 0.12
H 2.60 1.14 1.20 0.09
H 3.80 -1.46 0.45 0.11
H 3.51 -0.14 -0.46 0.08
```

---

What is the strongest force on any atom in the fifth record?
5.6 eV/A